(1)
9
Properties=species:S:1:pos:R:3:forces:R:3:lowdin_charge:R:1 method="wB97M-V/def2-TZVPD" orbital_gap_ha="0.305 / 0.288" homo_ev="-8.81 / -8.28" total_charge=0 total_energy_ha=-3186.77156 e_above_lowest_kj_mol=413.03
C 1.0610 -1.2770 -0.6891 3.006 0.284 -0.229 -0.1436
C -0.0160 -1.1604 -0.0340 -3.147 1.785 1.605 -0.7004
C -0.7007 1.4014 0.3127 2.002 -1.433 -0.551 -0.8142
F -1.1759 1.6873 -0.8907 -0.396 0.228 0.692 0.0267
F -1.6178 1.1806 1.2163 -0.328 0.807 -0.162 -0.0174
Br 0.7568 2.6380 0.8336 -1.027 -0.663 -0.183 0.6515
I -1.6636 -1.9635 0.8877 0.667 -0.307 -0.458 0.8768
H 1.6816 -2.1371 -0.8764 -0.395 -0.745 -0.314 0.0582
H 1.6745 -0.3692 -0.7600 -0.382 0.043 -0.401 0.0624

***

(2)
64
Properties=species:S:1:pos:R:3:forces:R:3:lowdin_charge:R:1 method="wB97M-V/def2-TZVPD" orbital_gap_ha=0.226 homo_ev=-9.72 total_charge=+1 total_energy_ha=-1402.30768
C -5.8921 -2.9219 1.1584 0.095 0.061 0.032 -0.0984
C -6.3310 -1.8369 0.1584 0.044 0.024 0.117 -0.2506
C -7.4059 -0.8732 0.6571 0.122 -0.069 0.108 -0.2242
N -8.5104 -1.5779 1.3875 -0.412 0.146 -0.463 -0.2640
P -9.2369 -2.8236 0.6167 0.186 0.006 0.110 1.0142
H -6.5578 -3.0005 2.0191 -0.030 -0.020 -0.015 0.0608
H -4.9027 -2.7073 1.5583 -0.015 0.027 0.014 0.0687
H -5.8274 -3.9003 0.6826 -0.008 -0.003 0.001 0.0759
H -5.4701 -1.2114 -0.0855 -0.076 0.015 -0.189 0.0827
H -6.6422 -2.2781 -0.7941 -0.073 -0.061 0.030 0.1032
H -7.8347 -0.3197 -0.1810 0.081 0.053 -0.002 0.1189
H -6.9912 -0.1482 1.3544 -0.016 -0.094 0.111 0.1292
H -9.1902 -0.9353 1.7832 0.118 -0.020 0.162 0.1090
H -10.4924 -3.0362 1.1786 0.003 0.006 0.035 0.0197
H -8.5075 -4.0016 0.7599 0.034 -0.006 -0.044 0.0169
H -9.4252 -2.6548 -0.7605 -0.041 -0.020 -0.018 0.0195
C -3.4190 -1.0690 -1.8664 0.002 -0.054 -0.040 -0.1159
O -3.4716 -0.1783 -0.7703 -0.058 -0.031 0.020 -0.2140
C -2.8137 -0.6395 0.4092 0.004 -0.049 0.014 -0.2256
C -1.5251 0.1047 0.6773 0.037 0.005 0.011 -0.2161
N -0.5199 -0.2073 -0.3196 -0.106 0.017 -0.073 -0.0444
C 0.7339 0.5292 -0.1907 0.052 -0.066 0.033 -0.1953
C 0.6955 2.0473 -0.3062 0.040 0.022 0.035 -0.2104
O 0.3858 2.5243 -1.6028 -0.030 -0.057 -0.032 -0.1706
C -0.9877 2.6578 -1.8919 -0.001 0.041 0.006 -0.1066
H -4.0859 -0.6764 -2.6324 0.006 0.011 -0.003 0.0924
H -2.4172 -1.1668 -2.2940 0.021 0.025 0.060 0.0856
H -3.7558 -2.0721 -1.5775 -0.008 -0.009 -0.025 0.0814
H -2.6186 -1.7149 0.3296 0.035 0.015 0.015 0.1238
H -3.4990 -0.4691 1.2465 0.005 0.001 0.002 0.1147
H -1.1550 -0.2123 1.6582 0.031 0.030 -0.005 0.1300
H -1.7601 1.1760 0.7532 -0.030 0.001 -0.008 0.1106
H -0.9012 -0.0658 -1.2453 0.019 0.077 -0.010 0.0754
H 1.4102 0.1578 -0.9627 0.000 -0.011 0.007 0.1141
H 1.1899 0.2786 0.7723 -0.010 -0.009 -0.001 0.1162
H 1.7007 2.4122 -0.0831 -0.009 0.022 0.000 0.1155
H 0.0172 2.5005 0.4280 -0.014 -0.030 0.001 0.1142
H -1.5515 2.9873 -1.0123 0.003 0.019 -0.003 0.0870
H -1.4351 1.7274 -2.2583 -0.004 -0.009 0.022 0.0716
H -1.0860 3.4118 -2.6718 0.000 -0.006 -0.003 0.0896
C 8.6422 2.3243 1.0639 0.064 0.029 -0.002 -0.1162
O 7.7525 2.4532 -0.0247 -0.079 -0.047 0.048 -0.1963
C 7.9390 1.5012 -1.0642 0.056 -0.010 -0.025 -0.2157
C 6.7464 0.5762 -1.1702 -0.022 -0.010 -0.011 -0.2190
N 6.6361 -0.2677 0.0066 -0.013 0.076 0.050 -0.0508
C 5.4344 -1.0834 0.0854 0.036 -0.043 0.016 -0.1983
C 4.0827 -0.3784 0.1195 -0.027 -0.002 -0.027 -0.2403
O 3.8266 0.3509 1.3070 0.018 0.016 0.024 -0.1923
C 4.3622 1.6600 1.3438 -0.029 0.012 0.000 -0.1014
H 8.5035 3.1986 1.6971 -0.007 -0.005 0.004 0.0880
H 8.4512 1.4233 1.6583 -0.006 -0.017 -0.032 0.0816
H 9.6835 2.2949 0.7281 0.002 0.024 0.001 0.0884
H 8.8524 0.9245 -0.8898 -0.026 -0.032 -0.007 0.1226
H 8.0507 2.0472 -2.0044 0.023 0.018 0.008 0.1224
H 6.8765 -0.0597 -2.0523 -0.016 -0.016 0.013 0.1252
H 5.8579 1.1987 -1.3485 0.005 0.011 -0.013 0.1056
H 6.7214 0.3008 0.8385 -0.018 0.006 0.000 0.0768
H 5.5097 -1.7022 0.9828 -0.001 -0.010 -0.012 0.1214
H 5.4278 -1.7672 -0.7708 0.004 0.009 -0.010 0.1192
H 3.3067 -1.1464 0.0726 0.004 -0.005 -0.008 0.1162
H 3.9444 0.2778 -0.7498 0.044 -0.010 -0.010 0.1086
H 4.3360 2.1313 0.3558 -0.010 0.007 0.000 0.0864
H 5.3942 1.6824 1.7033 0.001 0.001 -0.019 0.0746
H 3.7489 2.2435 2.0304 0.002 0.000 0.003 0.0883

***

(3)
17
Properties=species:S:1:pos:R:3:forces:R:3:lowdin_charge:R:1 method="wB97M-V/def2-TZVPD" orbital_gap_ha=0.311 homo_ev=-7.39 total_charge=0 total_energy_ha=-251.80254 e_above_lowest_kj_mol=157.51
C 2.0894 0.9786 -0.5899 0.647 0.126 -0.456 -0.1212
C 1.1042 -0.1141 -0.9025 -0.059 -0.309 -0.202 -0.1437
C -0.1692 -0.1436 -0.4819 1.089 0.722 1.502 -0.3603
C -0.9653 1.1217 -0.2732 -1.344 -1.189 -0.980 -0.0310
N -0.7837 -1.3378 -0.0430 -0.499 -0.108 -1.372 -0.0701
C -1.3921 -1.3364 1.2733 -0.115 0.804 0.176 -0.1244
H 3.0787 0.7152 -0.9750 -0.165 0.061 -0.390 0.0619
H 2.2951 1.0041 0.4845 -0.416 0.219 0.085 0.0711
H 1.8728 1.9901 -0.9405 -0.163 -0.070 0.035 0.0667
H 1.5106 -1.0188 -1.3535 0.168 -0.194 0.634 0.0921
H -1.4022 1.3049 -1.2658 0.333 0.412 -0.019 0.0915
H -1.8722 0.8256 0.2437 0.047 0.587 0.705 0.0512
H -0.5192 2.0378 0.0840 0.341 -0.154 0.258 0.0791
H -0.1239 -2.0907 -0.1544 -0.060 -0.117 0.140 0.1062
H -2.3281 -0.7738 1.2975 -0.143 -0.281 -0.257 0.0639
H -0.7813 -0.8089 2.0225 0.219 -0.432 0.066 0.0878
H -1.6136 -2.3540 1.5743 0.119 -0.076 0.074 0.0792

***

(4)
43
Properties=species:S:1:pos:R:3:forces:R:3:lowdin_charge:R:1 method="wB97M-V/def2-TZVPD" orbital_gap_ha="0.106 / 0.218" homo_ev="-2.63 / -7.28" total_charge=0 total_energy_ha=-1487.30223 multiplicity=3
Pt 0.3911 0.0622 0.1029 -1.754 0.893 -0.840 0.7746
H -2.9401 -1.0114 -0.8317 -0.108 0.124 0.267 0.0249
H -3.1119 -0.6917 -0.1756 0.046 -0.136 -0.275 0.0262
P 0.6590 -0.6413 -2.0975 0.931 -0.163 0.005 0.6144
P -0.4462 1.2737 1.9002 0.723 -0.004 0.293 0.6142
C -0.1513 0.3806 3.4680 -0.075 0.255 0.253 -0.2537
H -0.3294 1.0447 4.3271 -0.004 -0.240 -0.167 0.0567
H -0.8522 -0.4657 3.5080 0.146 0.243 -0.008 0.0493
H 0.8690 -0.0150 3.5165 -0.238 0.125 -0.083 0.0361
C 0.2403 2.9611 2.0090 -0.035 0.042 0.191 -0.2509
H -0.1610 3.5383 1.1653 0.087 -0.172 0.179 0.0477
H -0.0621 3.4425 2.9509 0.054 -0.142 -0.226 0.0551
H 1.3318 2.9412 1.9358 -0.213 -0.061 -0.042 0.0351
C -2.2255 1.6006 1.9838 -0.174 -0.016 -0.122 -0.2698
H -2.7648 0.6527 2.0653 -0.008 0.168 -0.040 0.0348
H -2.4443 2.2262 2.8610 0.056 -0.190 -0.202 0.0568
H -2.5401 2.1253 1.0768 -0.018 -0.107 0.141 0.0462
C 1.8323 0.4041 -3.0244 0.016 -0.116 -0.154 -0.2468
H 1.9944 -0.0196 -4.0261 -0.036 0.130 0.210 0.0525
H 1.3939 1.4069 -3.1182 0.113 -0.263 0.043 0.0501
H 2.7843 0.4755 -2.4872 -0.258 -0.002 -0.052 0.0372
C 1.2272 -2.3787 -2.2088 0.011 0.016 -0.299 -0.2539
H 0.3771 -3.0286 -1.9528 0.232 0.171 -0.105 0.0503
H 1.5611 -2.5964 -3.2353 -0.135 -0.020 0.303 0.0577
H 2.0432 -2.5857 -1.5083 -0.219 0.088 -0.140 0.0319
C -0.7707 -0.6703 -3.2118 -0.204 0.081 0.040 -0.2698
H -1.2364 0.3192 -3.2350 0.007 -0.168 -0.008 0.0461
H -0.4365 -0.9400 -4.2240 -0.088 0.032 0.281 0.0562
H -1.4958 -1.4086 -2.8562 0.041 0.156 -0.103 0.0297
C 0.1346 -1.6762 0.8474 0.879 -2.718 1.490 -0.3812
O 0.0895 -2.7256 1.3334 -0.270 1.948 -0.956 0.0946
H -0.2084 1.3722 -0.7025 0.480 0.056 0.122 -0.0624
F 6.5599 0.6881 1.4038 -0.799 -0.188 -0.121 0.0093
C 5.2204 0.4515 1.1879 -0.112 -0.003 -0.059 -0.3113
C 4.8373 -0.2860 0.0744 1.939 0.488 0.315 -0.0913
C 3.4611 -0.5009 -0.1306 -2.030 -0.815 -1.020 -0.2326
C 2.5160 0.1076 0.6772 0.861 -0.011 0.547 -0.2930
C 2.9279 0.7456 1.8392 -2.219 0.105 0.050 -0.2209
C 4.2987 0.9627 2.0943 1.730 0.304 0.316 -0.0915
H 5.5668 -0.6658 -0.6384 -0.067 0.106 0.282 0.0928
H 3.1454 -1.1419 -0.9507 0.258 0.216 0.168 0.0281
H 2.1995 1.1034 2.5665 0.382 -0.013 -0.201 0.0277
H 4.6076 1.5451 2.9614 0.071 -0.196 -0.277 0.0930

***

Number 1: maximum force 0.0770 hartree/bohr. Number 2: maximum force 0.0124 hartree/bohr. Number 3: maximum force 0.0398 hartree/bohr. Number 4: maximum force 0.0627 hartree/bohr.